<a>
{"formula": "CH8O2S2", "method": "ωB97M-V/def2-TZVPD", "elements": ["C", "S", "S", "H", "H", "H", "H", "O", "H", "H", "O", "H", "H"], "xyz": [[-0.36, 1.90, -0.38], [-2.19, 2.08, -0.62], [-3.17, 1.00, 0.74], [0.02, 2.26, -1.33], [-0.18, 0.87, -0.11], [-0.09, 2.54, 0.46], [-3.88, 0.22, -0.09], [3.83, -6.33, 2.13], [3.51, -5.42, 2.18], [4.80, -6.31, 2.12], [5.49, -0.43, -1.85], [4.99, -0.71, -2.63], [6.25, 0.03, -2.22]], "nbo_charge": [-0.708, 0.036, -0.133, 0.230, 0.227, 0.217, 0.131, -0.945, 0.472, 0.472, -0.935, 0.467, 0.467], "orbital_gap_ev": 9.27, "homo_ev": -8.5, "lumo_energy_ev": 0.7, "total_charge": 0, "smiles": "CSS.O.O"}

<b>
{"formula": "CH8O2S2", "method": "ωB97M-V/def2-TZVPD", "elements": ["C", "S", "S", "H", "H", "H", "H", "O", "H", "H", "O", "H", "H"], "xyz": [[-0.20, -1.63, 1.12], [-1.47, -0.38, 0.68], [-0.77, 1.24, 1.75], [0.65, -1.49, 0.46], [0.24, -1.49, 2.10], [-0.78, -2.55, 1.06], [-1.02, 0.77, 2.99], [4.92, 0.60, -1.86], [5.24, 1.16, -2.55], [4.94, -0.26, -2.25], [-3.95, 1.72, -1.09], [-3.31, 1.11, -0.74], [-4.48, 1.21, -1.67]], "nbo_charge": [-0.729, 0.049, -0.124, 0.227, 0.228, 0.228, 0.122, -0.929, 0.465, 0.464, -0.931, 0.468, 0.463], "orbital_gap_ev": 9.48, "homo_ev": -9.0, "lumo_energy_ev": 0.5, "total_charge": 0, "smiles": "CSS.O.O"}

Quick ranking, most stable first: <b>, <a>.

<a>
{"formula": "C6H7N3", "method": "ωB97M-V/def2-TZVPD", "elements": ["N", "C", "C", "C", "C", "C", "N", "C", "N", "H", "H", "H", "H", "H", "H", "H"], "xyz": [[-1.06, 1.55, 2.31], [-0.63, 0.66, 1.69], [0.09, -0.45, 1.00], [-0.86, -1.40, 0.33], [-1.36, -1.05, -0.87], [-0.92, 0.19, -1.60], [0.16, 0.73, -1.25], [1.04, 0.24, -0.23], [1.69, 1.39, 0.27], [0.73, -1.00, 1.71], [-1.07, -2.35, 0.73], [-1.99, -1.71, -1.32], [-1.51, 0.53, -2.40], [1.60, -0.71, -0.66], [1.43, 2.15, -0.23], [2.64, 1.24, 0.51]], "nbo_charge": [-0.326, 0.290, -0.403, -0.131, -0.260, 0.122, -0.423, 0.146, -0.837, 0.251, 0.214, 0.206, 0.190, 0.192, 0.391, 0.378], "orbital_gap_ev": 9.15, "homo_ev": -9.2, "lumo_energy_ev": 0.0, "total_charge": 0, "smiles": "N#C[C@H]1C=CC=N[C@H]1N"}

<b>
{"formula": "C6H7N3", "method": "ωB97M-V/def2-TZVPD", "elements": ["H", "N", "C", "C", "C", "N", "N", "C", "C", "C", "H", "H", "H", "H", "H", "H"], "xyz": [[-3.08, 2.05, -0.45], [-2.27, 1.26, -0.86], [-1.48, 0.68, -0.05], [-1.56, -0.01, 1.25], [-0.61, -1.06, 1.33], [0.25, -0.99, 0.14], [-0.36, -0.03, -0.61], [0.67, 0.40, -1.42], [1.92, -0.15, -1.27], [1.90, -0.58, 0.26], [-2.31, 0.29, 1.98], [-0.28, -1.70, 1.99], [0.20, 1.16, -2.06], [2.80, -0.16, -1.91], [2.30, -1.71, 0.75], [1.89, 0.57, 0.93]], "nbo_charge": [0.365, -0.719, 0.376, -0.342, 0.040, -0.239, -0.282, 0.039, -0.360, -0.246, 0.231, 0.196, 0.233, 0.241, 0.254, 0.213], "orbital_gap_ev": 7.93, "homo_ev": -7.5, "lumo_energy_ev": 0.4, "total_charge": 0, "smiles": "[H]/N=c1\\ccn2n1C=CC2"}

Quick ranking, most stable first: <a>, <b>.

<a>
{"formula": "C2H6N4OS", "method": "ωB97M-V/def2-TZVPD", "elements": ["C", "C", "H", "H", "H", "H", "H", "H", "N", "N", "N", "N", "O", "S"], "xyz": [[-1.13, 1.55, -0.17], [-0.33, -0.85, -0.38], [-2.55, -1.55, 0.57], [-1.89, -0.41, 2.20], [-1.89, 2.11, 0.35], [0.50, 1.52, -1.21], [1.26, -1.37, -1.25], [1.83, 1.38, 0.36], [-2.21, -0.30, 0.97], [-1.18, 0.19, 0.15], [-0.09, 2.19, -0.75], [1.08, -0.67, -0.59], [-0.79, -1.87, -0.76], [2.16, -0.05, 0.62]], "nbo_charge": [0.292, 0.799, 0.413, 0.356, 0.197, 0.335, 0.413, 0.158, -0.673, -0.366, -0.698, -0.816, -0.577, 0.165], "orbital_gap_ev": 9.69, "homo_ev": -9.3, "lumo_energy_ev": 0.4, "total_charge": 0}

<b>
{"formula": "C2H6N4OS", "method": "ωB97M-V/def2-TZVPD", "elements": ["H", "N", "C", "N", "O", "C", "S", "N", "N", "H", "H", "H", "H", "H"], "xyz": [[-3.62, 0.07, 0.56], [-3.30, -0.25, -0.35], [-2.07, -0.52, -0.48], [-1.10, -0.33, 0.49], [-0.01, -1.21, 0.30], [1.18, -0.59, 0.05], [2.52, -1.55, -0.17], [1.19, 0.76, 0.05], [2.32, 1.54, -0.15], [-1.70, -0.95, -1.42], [-1.43, -0.62, 1.42], [0.26, 1.20, 0.20], [2.71, 1.24, -1.06], [3.05, 1.22, 0.55]], "nbo_charge": [0.340, -0.641, 0.257, -0.379, -0.361, 0.367, -0.220, -0.459, -0.620, 0.187, 0.386, 0.417, 0.363, 0.365], "orbital_gap_ev": 9.50, "homo_ev": -8.8, "lumo_energy_ev": 0.7, "total_charge": 0, "smiles": "[H]/N=C\\NOC(=S)NN"}

<c>
{"formula": "C2H6N4OS", "method": "ωB97M-V/def2-TZVPD", "elements": ["H", "N", "C", "N", "O", "C", "S", "N", "N", "H", "H", "H", "H", "H"], "xyz": [[-3.31, -0.78, -0.67], [-2.77, -0.04, -0.26], [-1.54, -0.33, -0.23], [-0.65, 0.61, 0.26], [-1.21, 1.84, 0.51], [0.72, 0.57, 0.08], [1.65, 1.88, -0.28], [1.19, -0.71, 0.23], [2.55, -1.00, 0.12], [-1.06, -1.25, -0.57], [-2.14, 1.74, 0.24], [0.71, -1.30, 0.89], [3.09, -0.23, 0.54], [2.78, -0.99, -0.86]], "nbo_charge": [0.366, -0.727, 0.249, -0.169, -0.514, 0.217, -0.137, -0.456, -0.630, 0.188, 0.503, 0.389, 0.364, 0.357], "orbital_gap_ev": 9.24, "homo_ev": -8.8, "lumo_energy_ev": 0.4, "total_charge": 0, "smiles": "[H]/N=C/N(O)C(=S)NN"}

Quick ranking, most stable first: <c>, <b>, <a>.